1.
The following is a DFT calculation (the ωB97M-V functional and the def2-TZVPD basis) of one molecule with the formula C3H3N3O.

The geometry in XYZ format:
```
10
Properties=species:S:1:pos:R:3:lowdin_charge:R:1
O 1.758 -0.343 0.577 0.174
C 0.753 -0.033 -0.198 -0.423
C 0.289 1.337 -0.257 -0.076
N -0.870 1.387 0.320 0.051
N -1.399 0.190 0.728 -0.031
C -1.168 -0.829 -0.093 -0.227
N 0.011 -0.987 -0.725 0.149
H 1.792 -1.318 0.612 0.149
H 0.780 2.178 -0.748 0.120
H -1.947 -1.582 -0.216 0.115
```

LUMO energy ... 0.03 eV
Structure (SMILES) ... Oc1cnncn1
E_HOMO ... -9.01 eV
Frontier orbital gap ... 9.04 eV

***

2.
The following is a DFT calculation (the ωB97M-V functional and the def2-TZVPD basis) of one molecule with the formula C3H3N3O.

The geometry in XYZ format:
```
10
Properties=species:S:1:pos:R:3:lowdin_charge:R:1
C 0.298 1.202 0.304 -0.115
N 1.368 0.639 0.320 0.004
N 1.617 -0.550 -0.307 0.074
C 0.702 -1.380 -0.089 -0.141
O -0.577 -1.223 0.696 -0.164
N -1.610 -0.421 -0.087 0.134
C -1.028 0.631 -0.286 -0.148
H 0.223 2.271 0.585 0.121
H 0.681 -2.488 -0.417 0.148
H -1.675 1.320 -0.718 0.087
```

LUMO energy ... 0.01 eV
Structure (SMILES) ... C1=NN=CON=C1
E_HOMO ... -10.12 eV
Frontier orbital gap ... 10.13 eV

***

3.
The following is a DFT calculation (the ωB97M-V functional and the def2-TZVPD basis) of a 3-piece molecular cluster, C3H3N3O overall.

The geometry in XYZ format:
```
10
Properties=species:S:1:pos:R:3:lowdin_charge:R:1
N -1.919 -0.721 1.298 0.110
C -1.246 -0.180 0.417 -0.279
N 1.101 -0.651 -1.070 -0.111
N 1.087 -1.462 -1.862 0.153
O 1.365 1.948 1.421 0.121
C 1.400 1.114 0.639 -0.037
C -0.422 0.428 -0.389 -0.122
H -2.380 -1.589 1.030 0.062
H 1.766 -0.053 -0.373 0.032
H -0.751 1.166 -1.112 0.070
```

LUMO energy ... 0.23 eV
E_HOMO ... -8.52 eV
Frontier orbital gap ... 8.75 eV

***

Result of the stability comparison: 3 is the least stable of them.

***

1.
The following is a DFT calculation (the ωB97M-V functional and the def2-TZVPD basis) of a 2-piece molecular cluster, C3H3N3O overall.

The geometry in XYZ format:
```
10
Properties=species:S:1:pos:R:3:lowdin_charge:R:1
C 0.443 -0.776 -0.506 -0.084
C -0.609 1.052 0.262 0.034
C 0.139 -0.078 0.760 -0.445
N 0.037 -0.136 -1.549 0.061
N 0.452 -0.250 1.972 0.200
N -0.598 1.010 -1.068 0.043
O 1.501 -2.265 1.731 -0.261
H 1.031 -1.751 -0.600 0.137
H -1.242 1.791 0.806 0.154
H -1.155 1.403 -1.808 0.160
```

LUMO energy (alpha / beta) ... -1.87 / -1.98 eV
E_HOMO (alpha / beta) ... -8.60 / -8.82 eV
Frontier orbital gap (alpha / beta) ... 6.73 / 6.83 eV

***

2.
The following is a DFT calculation (the ωB97M-V functional and the def2-TZVPD basis) of one molecule with the formula C3H3N3O.

The geometry in XYZ format:
```
10
Properties=species:S:1:pos:R:3:lowdin_charge:R:1
N -2.522 0.844 0.381 0.159
C -1.690 0.268 -0.310 -0.264
N -0.872 -0.427 -0.903 0.059
N 0.348 0.091 -1.279 0.041
C 1.345 -0.057 -0.500 -0.114
C 1.395 -0.708 0.849 -0.232
O 0.568 -1.478 1.273 0.066
H -3.112 1.531 -0.072 0.070
H 2.267 0.363 -0.898 0.102
H 2.273 -0.428 1.460 0.112
```

LUMO energy ... -0.53 eV
Structure (SMILES) ... N=C=N/N=C\C=O
E_HOMO ... -9.45 eV
Frontier orbital gap ... 8.92 eV

***

Result of the stability comparison: 1 is the least stable of them.

***

1.
The following is a DFT calculation (the ωB97M-V functional and the def2-TZVPD basis) of one molecule with the formula C3H3N3O.

The geometry in XYZ format:
```
10
Properties=species:S:1:pos:R:3:lowdin_charge:R:1
H 0.527 -1.595 0.502 0.059
N 0.624 -1.576 1.542 0.095
N 0.680 -0.416 1.954 -0.007
C 0.620 0.653 0.970 -0.268
O -0.650 1.287 0.860 0.069
C -0.172 0.555 -0.227 -0.221
C -0.629 0.225 -1.394 -0.098
N -1.043 0.072 -2.545 0.148
H 1.470 1.330 1.043 0.149
H -1.652 -0.741 -2.656 0.075
```

LUMO energy ... 0.22 eV
Structure (SMILES) ... [H]/N=N\[C@@H]1OC1=C=N
E_HOMO ... -9.21 eV
Frontier orbital gap ... 9.42 eV

***

2.
The following is a DFT calculation (the ωB97M-V functional and the def2-TZVPD basis) of one molecule with the formula C3H3N3O.

The geometry in XYZ format:
```
10
Properties=species:S:1:pos:R:3:lowdin_charge:R:1
O 3.016 -0.224 0.659 0.080
C 1.982 -0.751 0.372 -0.319
N 0.701 -0.147 0.491 0.060
C -1.157 1.580 -1.155 0.096
N -1.668 0.805 -0.364 0.001
C -1.453 -0.333 0.166 -0.222
N -0.210 -0.931 0.137 0.050
H 1.983 -1.762 -0.016 0.110
H -0.908 2.584 -0.872 0.045
H -2.285 -0.823 0.583 0.099
```

LUMO energy (alpha / beta) ... -1.26 / -1.26 eV
E_HOMO (alpha / beta) ... -8.80 / -8.80 eV
Frontier orbital gap (alpha / beta) ... 7.54 / 7.53 eV

***

Result of the stability comparison: 1 is the least stable of them.

***

1.
The following is a DFT calculation (the ωB97M-V functional and the def2-TZVPD basis) of one molecule with the formula C3H3N3O.

The geometry in XYZ format:
```
10
Properties=species:S:1:pos:R:3:lowdin_charge:R:1
H -1.230 -0.481 -2.283 0.066
N -0.316 -0.819 -1.950 0.106
N -0.177 -0.276 -0.845 -0.112
C 0.965 -0.518 -0.087 -0.137
C 0.902 0.088 1.117 -0.106
N -0.196 0.842 1.509 0.113
C -1.195 0.989 0.784 -0.319
O -2.238 1.284 0.352 0.173
H 1.787 -1.132 -0.448 0.107
H 1.698 0.024 1.851 0.110
```

LUMO energy ... -0.38 eV
Structure (SMILES) ... [H]/N=N/C=C\N=C=O
E_HOMO ... -9.39 eV
Frontier orbital gap ... 9.01 eV

***

2.
The following is a DFT calculation (the ωB97M-V functional and the def2-TZVPD basis) of one molecule with the formula C3H3N3O.

The geometry in XYZ format:
```
10
Properties=species:S:1:pos:R:3:lowdin_charge:R:1
O -1.059 0.515 1.714 0.098
C -0.710 0.113 0.485 -0.393
C -0.376 -1.236 0.213 -0.059
N 0.751 -1.405 -0.443 0.036
N 1.381 -0.389 -1.033 0.010
C 0.682 0.730 -1.145 -0.202
N -0.357 1.039 -0.370 0.151
H -0.448 1.261 1.841 0.130
H -0.900 -2.116 0.574 0.120
H 1.035 1.488 -1.836 0.110
```

LUMO energy ... 0.25 eV
Structure (SMILES) ... Oc1cnncn1
E_HOMO ... -9.79 eV
Frontier orbital gap ... 10.03 eV

***

Result of the stability comparison: 1 is the least stable of them.

***

1.
The following is a DFT calculation (the ωB97M-V functional and the def2-TZVPD basis) of one molecule with the formula C3H3N3O.

The geometry in XYZ format:
```
10
Properties=species:S:1:pos:R:3:lowdin_charge:R:1
O 2.263 -1.109 -0.189 0.078
C 1.146 -0.724 0.025 -0.483
N -0.007 -1.383 0.298 0.122
C -1.118 -0.767 -0.080 -0.108
C -1.178 0.630 -0.021 -0.142
N -0.123 1.297 0.465 0.056
N 0.990 0.808 0.068 0.098
H -1.971 -1.405 -0.356 0.121
H -1.821 1.314 -0.553 0.106
H 1.812 1.343 0.346 0.153
```

LUMO energy (alpha / beta) ... -1.16 / -1.16 eV
Structure (SMILES) ... O=c1nccn[nH]1
E_HOMO (alpha / beta) ... -9.17 / -9.17 eV
Frontier orbital gap (alpha / beta) ... 8.01 / 8.01 eV

***

2.
The following is a DFT calculation (the ωB97M-V functional and the def2-TZVPD basis) of a 2-piece molecular cluster, C3H3N3O overall.

The geometry in XYZ format:
```
10
Properties=species:S:1:pos:R:3:lowdin_charge:R:1
N 2.053 0.090 0.874 0.148
C 1.177 -0.171 0.054 -0.190
N -0.404 0.493 -1.696 -0.074
N -1.191 1.346 -1.276 0.061
O -1.561 -0.998 2.138 0.057
C -1.840 -0.158 1.430 0.023
C 0.195 -0.461 -0.773 -0.197
H 2.997 0.117 0.486 0.078
H -1.380 1.242 -0.261 -0.015
H -0.045 -1.499 -0.976 0.107
```

LUMO energy ... 0.60 eV
E_HOMO ... -9.05 eV
Frontier orbital gap ... 9.65 eV

***

3.
The following is a DFT calculation (the ωB97M-V functional and the def2-TZVPD basis) of C3H3N3O as an isolated structure.

The geometry in XYZ format:
```
10
Properties=species:S:1:pos:R:3:lowdin_charge:R:1
O -1.629 -0.608 -0.179 0.033
C -0.874 0.376 -0.502 -0.416
C 0.244 0.015 -1.392 -0.054
N 1.067 -0.627 -0.640 0.038
N 0.834 -0.732 0.722 -0.048
C 0.397 0.514 1.206 -0.189
N -0.514 1.157 0.544 0.166
H -0.668 -1.089 0.523 0.232
H 0.400 0.133 -2.455 0.117
H 0.743 0.862 2.173 0.120
```

LUMO energy (alpha / beta) ... -0.90 / -0.90 eV
E_HOMO (alpha / beta) ... -9.90 / -9.90 eV
Frontier orbital gap (alpha / beta) ... 8.99 / 8.99 eV

***

4.
The following is a DFT calculation (the ωB97M-V functional and the def2-TZVPD basis) of a 2-piece molecular cluster, C3H3N3O overall.

The geometry in XYZ format:
```
10
Properties=species:S:1:pos:R:3:lowdin_charge:R:1
N 2.043 -0.181 0.507 0.184
C 0.961 -0.621 0.181 -0.178
C -0.213 -1.179 -0.087 -0.075
C -1.464 -0.592 0.402 -0.310
O -1.557 0.456 1.007 -0.006
H 2.463 0.543 -0.072 0.068
H -0.229 -2.085 -0.683 0.101
H -2.363 -1.197 0.166 0.115
N 0.701 2.262 -0.760 0.035
N -0.343 2.596 -0.661 0.066
```

LUMO energy ... 0.50 eV
Structure (SMILES) ... N=C=CC=O.N#N
E_HOMO ... -9.68 eV
Frontier orbital gap ... 10.19 eV

***

Result of the stability comparison: 3 is the least stable of them.

***

1.
The following is a DFT calculation (the ωB97M-V functional and the def2-TZVPD basis) of one molecule with the formula C3H3FN2O2.

The geometry in XYZ format:
```
11
Properties=species:S:1:pos:R:3:lowdin_charge:R:1
O -2.321 0.334 -0.208 -0.038
C -1.337 -0.622 0.037 -0.194
C 0.021 -0.019 -0.031 -0.310
N 0.303 1.237 -0.012 0.108
N 1.695 1.347 -0.026 0.137
C 2.102 0.140 -0.061 -0.442
F 3.331 -0.299 -0.099 0.181
O 1.140 -0.797 -0.061 0.186
H -2.016 1.184 0.163 0.095
H -1.448 -1.121 1.030 0.142
H -1.468 -1.384 -0.731 0.134
```

LUMO energy ... 0.64 eV
Structure (SMILES) ... OCc1nnc(F)o1
E_HOMO ... -10.60 eV
Frontier orbital gap ... 11.24 eV

***

2.
The following is a DFT calculation (the ωB97M-V functional and the def2-TZVPD basis) of one molecule with the formula C3H3FN2O2.

The geometry in XYZ format:
```
11
Properties=species:S:1:pos:R:3:lowdin_charge:R:1
C 0.484 -0.030 1.809 -0.260
C -0.223 -1.020 -0.389 -0.496
C -0.050 1.452 -0.673 -0.136
N 0.101 -0.986 1.049 0.148
N -0.309 0.127 -1.071 0.085
O 0.780 0.452 2.835 0.151
O -0.451 -2.113 -0.838 0.092
F 0.865 2.043 -1.506 -0.019
H -0.906 2.099 -0.525 0.098
H 0.104 -1.959 1.378 0.171
H -0.395 -0.066 -2.069 0.166
```

LUMO energy (alpha / beta) ... -0.34 / 0.14 eV
E_HOMO (alpha / beta) ... -7.49 / -8.89 eV
Frontier orbital gap (alpha / beta) ... 7.15 / 9.02 eV

***

Result of the stability comparison: 2 is the least stable of them.

***

1.
The following is a DFT calculation (the ωB97M-V functional and the def2-TZVPD basis) of C4H3I as an isolated structure.

The geometry in XYZ format:
```
8
Properties=species:S:1:pos:R:3:lowdin_charge:R:1
C -1.235 -1.800 -0.040 0.181
C -1.824 -0.274 0.011 -0.758
C 0.090 -0.715 0.009 -0.194
C -0.814 0.676 -0.030 -0.021
I -4.039 0.101 0.058 0.553
H 0.256 -0.955 1.056 0.069
H 0.873 -0.930 -0.726 0.082
H -0.902 1.751 0.073 0.089
```

LUMO energy ... -1.71 eV
E_HOMO ... -9.15 eV
Frontier orbital gap ... 7.44 eV

***

2.
The following is a DFT calculation (the ωB97M-V functional and the def2-TZVPD basis) of a 2-piece molecular cluster, C4H3I overall.

The geometry in XYZ format:
```
8
Properties=species:S:1:pos:R:3:lowdin_charge:R:1
C -0.662 -1.686 0.524 -0.065
C -1.537 -0.995 0.070 -0.792
I -3.358 -0.036 -0.070 0.802
H 0.307 -2.255 0.648 0.063
C 0.012 1.538 -0.452 -0.060
C 0.790 1.317 0.445 -0.014
H -0.174 1.950 -1.435 0.035
H 1.171 0.812 1.322 0.031
```

LUMO energy ... 0.14 eV
Structure (SMILES) ... C#CI.C#C
E_HOMO ... -9.53 eV
Frontier orbital gap ... 9.67 eV

***

Result of the stability comparison: 1 is the least stable of them.

***

1.
The following is a DFT calculation (the ωB97M-V functional and the def2-TZVPD basis) of C4H3I as an isolated structure.

The geometry in XYZ format:
```
8
Properties=species:S:1:pos:R:3:lowdin_charge:R:1
C -0.082 0.321 -0.268 -0.139
C 0.086 0.188 1.187 -0.005
C 0.481 -0.911 -0.274 -0.072
C -0.041 -1.152 1.139 -0.084
I -1.392 3.879 -1.584 0.075
H -0.249 1.037 -1.119 0.039
H 1.397 -1.314 -0.736 0.115
H -0.200 -2.049 1.655 0.072
```

LUMO energy (alpha / beta) ... -0.01 / -3.39 eV
E_HOMO (alpha / beta) ... -8.77 / -7.62 eV
Frontier orbital gap (alpha / beta) ... 8.76 / 4.24 eV

***

2.
The following is a DFT calculation (the ωB97M-V functional and the def2-TZVPD basis) of one molecule with the formula C4H3I.

The geometry in XYZ format:
```
8
Properties=species:S:1:pos:R:3:lowdin_charge:R:1
I -2.300 -1.172 1.070 0.819
C -0.362 -0.520 0.620 -0.826
C -0.101 0.965 0.505 -0.057
C 0.922 0.918 -0.346 -0.050
C 0.206 -0.313 -0.694 -0.114
H 0.277 -0.737 1.363 0.029
H 1.658 1.467 -0.992 0.125
H -0.301 -0.609 -1.526 0.074
```

LUMO energy ... 0.47 eV
Structure (SMILES) ... I[C@@H]1C2=C[C@H]21
E_HOMO ... -8.83 eV
Frontier orbital gap ... 9.30 eV

***

Result of the stability comparison: 1 is the least stable of them.